Record 1
Here is a molecular structure, C30H40Br2FeN8O2S2 at a distorted geometry from OMol25. Energies are from ωB97M-V/def2-TZVPD.

```
85
C30H40Br2FeN8O2S2 | OMol25 | ωB97M-V/def2-TZVPD
C -0.97158 2.30400 -4.69748
C -4.65859 3.78356 4.21667
C 1.89699 -1.67493 0.10812
H 3.06975 -4.02401 -0.98402
H -3.57534 2.62540 2.98050
H 0.63204 -3.75989 5.15331
H 1.64986 -5.34023 -6.86527
C 1.00330 -3.12496 -4.39406
C 1.53811 -3.63951 -5.56225
C 1.23326 -4.93773 -5.95244
H 4.48130 -2.99468 1.28721
H -1.86406 1.95714 -5.19953
N -5.70458 2.95525 4.14723
Br 3.02620 3.30887 -0.24058
N 2.54402 -2.71577 0.56993
C -2.02276 3.45774 0.16849
H -0.97029 -2.37653 -2.60021
H 4.05155 2.59289 1.92959
H -0.13435 3.28173 -6.39790
N 0.29717 2.40055 -2.67057
C -2.35243 5.13777 2.19824
C 3.51362 -2.66310 1.67049
C 1.91719 -3.22969 3.52414
S 0.56659 -0.48289 -1.92776
Br 1.67186 2.98984 2.59429
S 2.07785 -0.12383 0.73219
H -1.35041 5.55173 2.05670
C -0.14351 -5.20201 -3.99819
H 1.33221 -2.35875 3.24520
C 1.52512 -4.01088 4.59760
O -2.98501 1.66640 1.47378
H 4.72731 -4.90868 2.63486
H 3.59930 -1.63142 2.00540
H -6.55811 3.14317 4.64454
H -2.15473 4.82875 4.32629
H 1.99409 -5.71044 5.82264
C 0.38755 -5.71416 -5.17351
H 3.67628 4.34998 1.94720
C 2.28790 -5.10983 4.97325
H -0.80645 -5.81553 -3.39919
N -1.78485 1.35014 -2.65510
H -3.85260 4.07392 1.06764
H 2.71047 -4.78908 0.57485
H 2.17742 -3.02343 -6.17989
H -1.20873 -4.01108 -1.95074
C 0.97283 -1.85670 -1.03224
C -0.01309 3.03550 -5.35209
N -3.54215 3.44208 3.59322
C -0.47363 -3.31711 -2.36062
Fe 0.65661 1.76541 -0.54889
H 0.32435 -4.32315 0.34265
N -0.62869 3.81548 -0.09473
H -2.54085 0.94385 -3.17829
C 3.82501 -4.65652 3.18019
H 4.02361 -6.29409 4.54647
H -5.60449 5.12253 5.42793
C 0.97152 -4.20239 -0.53180
C -2.87164 4.51676 0.89341
H 0.88888 -5.09699 -1.14735
H -0.56315 4.44108 -0.89088
C 3.43279 -5.43558 4.25952
H 0.12773 -6.71538 -5.48833
N -4.77244 4.92220 4.89904
H 1.23414 -2.10687 -4.10139
H -0.23157 4.28544 0.71376
C 1.22920 3.11922 -3.33032
H -3.01121 5.33710 0.18595
C -2.03953 2.03932 0.80033
H -2.50408 3.28205 -0.79955
C -2.32675 4.22390 3.43517
C 2.40799 -4.00163 -0.11257
H -1.50235 3.51232 3.36575
C 0.15301 -3.90145 -3.60730
H -1.64344 1.04332 -1.70672
O -1.02838 1.32823 0.46330
C 3.07649 -3.54353 2.81721
H -5.63770 2.08291 3.65150
N 0.51971 -3.05068 -1.31361
H -4.00531 5.56400 4.98859
C 1.11956 3.46322 -4.65078
H 1.88826 4.05325 -5.12555
C -0.80479 2.00225 -3.33460
C 3.32753 3.35903 1.68044
H 2.08749 3.43491 -2.75269
H -3.01138 5.98097 2.41419
```

The value obtained for the maximum force is 2.511 eV/Å. The net charge is +3. The total energy is -8962.99703 Ha. The spin multiplicity is 2. As for the molecular weight: 824.5 u.

Here are the Mulliken charges for atoms 1 to 2, given in e: atom 1 (C): -1.146, atom 2 (C): 0.891

Record 2
Here is a gas-phase ion, C6H15NO (charge +1) at a distorted geometry from OMol25. Energies are from ωB97M-V/def2-TZVPD.

```
23
C6H15NO | OMol25 | ωB97M-V/def2-TZVPD
H -0.45162 -0.62012 1.52625
O 0.15642 -2.78428 1.40580
C 1.31482 -2.39882 -0.64603
H -0.00352 3.61187 -1.42664
H 0.98522 -2.30435 -1.69142
H 2.23138 -1.82106 -0.30025
C 0.02134 -0.52442 0.56275
H -1.22903 2.18036 1.57040
H -1.07989 3.70013 0.51618
H -1.81614 0.69689 0.04279
H -0.71444 -2.66007 1.74903
H 1.05988 -0.26991 0.86955
N -0.01771 1.81445 -0.33547
H 0.11231 3.11125 1.47427
H 0.85226 2.21889 -2.13161
C -0.70762 0.56694 -0.34087
C -0.63889 2.70466 0.73031
H -0.96973 2.33840 -2.21769
H 1.56316 -3.44977 -0.44654
H -0.76363 0.18257 -1.36774
C 0.04046 -2.06116 0.16082
H -0.69639 -2.44475 -0.36221
C -0.06465 2.56325 -1.58405
```

The value obtained for the maximum force is 6.807 eV/Å. The net charge is +1. The total energy is -367.19773 Ha. The spin multiplicity is 2. As for the molecular weight: 117.2 u.

Here are the natural (NBO) charges for atoms 1 to 2, given in e: atom 1 (H): 0.227, atom 2 (O): -0.681

Record 3
Here is a molecular structure, C37H48ClF9N4O5Si4TeZn at a distorted geometry from OMol25. Energies are from ωB97M-V/def2-TZVPD.

```
110
C37H48ClF9N4O5Si4TeZn | OMol25 | ωB97M-V/def2-TZVPD
H 0.63738 3.49120 -4.03093
C 2.04874 -1.30236 5.16480
Si -1.74594 4.13225 0.31938
C 4.08217 -2.06551 -2.58342
C -1.08030 -6.12287 -2.16790
H 2.45920 8.00019 1.48025
Si 0.41836 4.73149 -0.56813
H -3.39576 5.88533 1.12127
H -0.98500 -4.81657 2.46610
N 1.73101 -1.39158 0.33767
H 2.29593 7.12843 -3.76347
C 2.22623 6.70805 -2.77120
C 1.17519 -7.23036 0.87578
N 1.71326 -4.43916 0.02096
O 1.05496 -8.37079 1.28859
H 2.07726 7.54993 -2.08394
C -0.28600 -0.85315 -4.14140
H 1.15276 4.85781 -4.94354
C -0.72863 -1.11591 -2.82713
H -3.56115 2.53936 -0.46219
H 3.64916 -1.78453 -4.64641
H 5.14980 -2.32767 -2.67797
H -0.76981 -5.06928 -2.30163
H 0.63762 8.10448 1.52651
C 1.85515 -1.63089 2.76107
H -0.56706 7.96844 -1.99683
H -1.92798 1.90146 -0.70789
C 1.12214 5.20401 2.90569
H -0.79040 2.87993 2.33646
H -1.61905 6.70456 -2.41057
C -2.69710 5.76804 0.25034
C -3.85770 -2.95535 0.79363
O 3.73750 -4.68647 1.13303
Si 1.57652 5.77352 1.15780
F -5.11325 -3.25291 1.18226
H -1.80852 -1.10476 -2.68145
C 3.39614 5.21219 0.91158
F -4.87711 -0.85531 2.24893
C 0.45691 4.54204 -4.17757
C 2.34967 -1.44630 -0.94044
H 3.05911 6.04438 -2.59712
H 3.64400 -1.17807 3.81579
C 2.63601 -5.09951 0.83012
C 0.44452 -4.83759 0.02631
F -4.37786 0.01068 -1.53923
O -0.32467 -2.34086 1.92879
H -0.62601 4.68092 -4.50778
H 0.84259 -7.17744 -1.55490
H -2.45847 2.95670 -1.95237
C 0.02953 -2.26994 4.24523
H 3.96034 5.49172 1.76896
O -0.49716 -3.99950 -0.18326
C -1.74032 3.28149 2.00725
H -1.93642 -5.84130 0.51676
H -0.37127 -6.46745 3.05841
H 3.74838 5.50326 -0.08003
H -2.00624 6.59884 0.34962
H -2.08374 -6.02823 -1.77032
F -4.21240 0.84303 1.01987
H 1.88014 5.75319 3.47569
H -1.77675 4.12573 2.74434
Si 0.58688 5.80500 -2.65904
Cl 2.91284 -0.49836 6.39445
F -3.47003 -3.87516 -0.14331
H 0.57025 -2.21651 6.36179
Zn -0.65814 -1.94521 0.12838
H -1.04301 -2.67278 4.36263
C 0.05990 -6.35127 0.15974
H 1.47948 7.96119 -0.04600
C -1.17976 -6.47771 1.01938
F -5.96094 -1.04633 -0.47528
H -1.07849 -0.51748 -4.80564
C 1.47731 -1.22665 -2.01283
H 1.04893 4.17702 3.20072
Te 1.69639 2.57312 -0.54620
C 1.51392 7.65191 1.00072
H -1.44128 -7.54158 0.99895
C 3.28770 -1.66529 -3.64392
C -0.70979 7.16127 -2.67609
C -3.59945 -1.46328 0.17053
H -0.60446 -7.98594 -0.95520
C 2.38383 -1.69131 1.40776
H -1.19087 -6.55110 -3.20241
C -0.20281 -6.98010 -1.24210
F -2.72509 -0.23815 2.12998
C -1.12028 -5.93204 2.44691
C 0.81590 -1.95796 5.34099
H 3.48601 -1.83339 1.47587
H -0.88256 7.69666 -3.64141
F -3.01503 -3.11241 1.92120
C 3.61169 -1.99327 -1.27859
C 1.96233 -1.18434 -3.37984
H 4.17954 -2.52938 -0.52009
H 1.54108 -0.60063 -5.40605
H 3.48615 4.09032 0.95540
C 2.61888 -1.32918 3.90519
H -2.54666 2.53069 2.16415
C 1.06044 -0.81603 -4.39369
C 0.46407 -2.02524 2.91560
N 0.10677 -1.28420 -1.81924
H -2.06575 -6.13801 3.03960
H -3.31624 5.88490 -0.65325
F -4.66632 -2.20798 -1.88100
C -3.86349 -0.40640 1.39616
C -2.56604 2.77676 -0.84101
H 0.17209 5.67209 3.20258
N 2.33572 -6.49503 1.02933
O -2.40682 -1.27034 -0.34468
H 3.12334 -7.03888 1.42061
C -4.69380 -1.19294 -0.98201
```

The value obtained for the maximum force is 3.582 eV/Å. The net charge is -2. The total energy is -6598.52330 Ha. As for the molecular weight: 1140.6 u.

Here are the Mulliken charges for atoms 1 to 2, given in e: atom 1 (H): 0.246, atom 2 (C): -0.051